This record from the OMol25 dataset describes a 12-piece molecular cluster, C22H61BF4I2N24O16S overall in a non-equilibrium geometry. The level of theory is ωB97M-V with the def2-TZVPD basis set.

Last column: Löwdin charge in e.
Positions of all 131 atoms, in Å:
C: -6.5629 -2.9852 0.9421  -0.068
C: -6.9858 -3.5943 -0.4951  -0.216
O: -6.1671 -3.0952 -1.5813  0.036
B: -4.8377 -3.6067 -1.5481  -0.479
O: -4.5398 -4.7451 -0.7019  0.061
C: -3.6286 -2.9798 -2.4799  -0.121
C: -4.2627 -2.9441 -3.9463  -0.186
N: -4.8550 -4.2229 -4.4019  0.016
C: -2.4041 -3.9767 -2.1822  -0.306
O: -2.0377 -4.9797 -2.8072  0.099
N: -1.7911 -3.3636 -0.9696  0.064
C: -1.7781 -1.8652 -0.9485  -0.404
C: -1.9876 -1.2253 0.4927  -0.665
I: -2.1985 0.9595 0.4695  0.937
C: -0.8384 -1.5688 1.5676  -0.748
C: -0.7531 -3.1018 1.9983  -0.180
I: -1.4055 -0.4740 3.4152  0.810
S: -0.2930 -1.4278 -1.9723  0.863
O: -0.4909 -1.8319 -3.4197  -0.282
O: -0.0017 0.0593 -2.0130  -0.360
C: 1.2980 -2.2409 -1.4282  -0.472
F: 1.1874 -3.5767 -1.0575  0.089
F: 1.9934 -1.5381 -0.4297  0.061
F: 2.1491 -2.2223 -2.5584  0.069
C: -3.0252 -1.5751 -1.9615  -0.167
F: -4.1986 -0.9490 -1.4090  -0.067
H: -7.5370 -2.8614 1.5233  0.078
H: -5.9021 -3.7039 1.5223  0.078
H: -6.1012 -1.9404 0.8378  0.092
H: -7.0801 -4.7275 -0.4573  0.128
H: -8.0473 -3.2047 -0.6968  0.129
H: -4.5719 -5.5125 -1.3274  0.129
H: -5.0725 -2.1332 -3.9743  0.124
H: -3.4188 -2.6988 -4.6870  0.141
H: -5.8610 -4.2853 -4.2240  0.058
H: -4.3390 -5.0466 -4.0757  0.071
H: -2.2175 -3.8179 -0.1535  0.113
H: -2.9745 -1.6227 0.9086  0.105
H: 0.1417 -1.1014 1.2439  0.066
H: -0.0616 -3.6284 1.2446  0.076
H: -1.7823 -3.6073 1.9233  0.089
H: -0.3162 -3.2834 3.0263  0.066
H: -2.8043 -0.8867 -2.8536  0.138
C: 5.9895 -0.4980 -0.3403  -0.664
O: 6.3803 -0.9195 0.7442  -0.003
N: 4.8062 -0.8688 -0.8849  0.167
N: 6.7124 0.3748 -1.0834  0.172
H: 4.4693 -0.5358 -1.7698  0.101
H: 4.2428 -1.5166 -0.3609  0.089
H: 7.6014 0.6723 -0.7088  0.101
H: 6.4139 0.7327 -1.9720  0.102
C: -4.9529 3.6156 1.6097  -0.696
O: -4.1304 2.8873 2.1498  -0.076
N: -5.4787 4.7039 2.2233  0.162
N: -5.4082 3.3953 0.3500  0.156
H: -6.1529 5.3135 1.7989  0.097
H: -5.1636 4.8998 3.1592  0.111
H: -5.0402 2.5947 -0.1380  0.075
H: -6.0813 3.9793 -0.1109  0.096
C: -4.1064 1.3701 -4.6389  -0.661
O: -4.1257 0.1751 -4.3727  0.026
N: -3.4000 2.2685 -3.9094  0.172
N: -4.7896 1.8986 -5.6861  0.158
H: -3.3699 3.2513 -4.1097  0.101
H: -2.8789 1.9141 -3.1232  0.096
H: -5.3255 1.2633 -6.2515  0.088
H: -4.7863 2.8743 -5.9203  0.099
C: 1.3017 1.9339 5.7264  -0.711
O: 0.0812 1.8640 5.7470  -0.022
N: 2.0474 2.0327 6.8560  0.154
N: 2.0163 1.9186 4.5712  0.157
H: 3.0491 2.0908 6.8614  0.096
H: 1.5526 2.0467 7.7323  0.110
H: 1.4977 1.8449 3.7112  0.091
H: 3.0175 1.9746 4.5324  0.097
C: 9.5820 -3.9435 1.1727  -0.702
O: 10.4029 -4.6732 1.7108  0.008
N: 9.0517 -2.8586 1.7868  0.165
N: 9.1292 -4.1579 -0.0906  0.144
H: 8.3762 -2.2482 1.3599  0.066
H: 9.3616 -2.6654 2.7236  0.107
H: 9.4990 -4.9542 -0.5811  0.101
H: 8.4567 -3.5716 -0.5498  0.089
C: 9.1849 1.0164 2.2073  -0.704
O: 9.7295 0.5247 1.2280  0.012
N: 9.8713 1.6983 3.1607  0.148
N: 7.8500 0.9216 2.4231  0.157
H: 9.4444 2.1087 3.9706  0.098
H: 10.8672 1.7900 3.0353  0.098
H: 7.3068 0.4186 1.7328  0.043
H: 7.3835 1.3167 3.2184  0.092
C: -1.0623 5.3880 3.8385  -0.673
O: -1.7815 6.3048 3.4540  -0.006
N: -1.1401 4.1377 3.3292  0.185
N: -0.1270 5.5493 4.8086  0.160
H: -0.5616 3.3736 3.6310  0.071
H: -1.8247 3.9775 2.6063  0.084
H: -0.0388 6.4659 5.2131  0.104
H: 0.4695 4.8116 5.1371  0.084
C: -2.4105 -8.1044 -0.2973  -0.689
O: -3.1953 -8.6845 0.4386  0.022
N: -2.5148 -6.7810 -0.5826  0.162
N: -1.3656 -8.7332 -0.8943  0.151
H: -1.8804 -6.2857 -1.1852  0.064
H: -3.2764 -6.2802 -0.1582  0.072
H: -1.2543 -9.7154 -0.7077  0.105
H: -0.7108 -8.2752 -1.5016  0.096
C: -1.4868 8.9108 0.3060  -0.703
O: -1.6431 8.2278 -0.6970  0.006
N: -1.3798 8.3760 1.5464  0.153
N: -1.4074 10.2680 0.2610  0.137
H: -1.2520 8.9189 2.3797  0.092
H: -1.4345 7.3727 1.6225  0.074
H: -1.4829 10.7020 -0.6433  0.100
H: -1.2798 10.8472 1.0698  0.089
C: 11.3925 4.9546 2.9690  -0.692
O: 11.7594 4.0446 3.6981  0.013
N: 11.9834 6.1768 2.9709  0.148
N: 10.3631 4.8204 2.0950  0.155
H: 11.6982 6.9364 2.3810  0.094
H: 12.7514 6.3137 3.6064  0.107
H: 9.9000 3.9254 2.0652  0.081
H: 10.0463 5.5535 1.4879  0.095
C: -7.4709 -2.4744 -6.6451  -0.680
O: -7.1128 -3.3932 -5.9275  0.031
N: -6.8736 -1.2543 -6.6224  0.158
N: -8.4964 -2.5909 -7.5280  0.149
H: -7.1522 -0.4856 -7.2037  0.089
H: -6.1069 -1.1295 -5.9786  0.083
H: -8.9633 -3.4809 -7.5732  0.106
H: -8.8058 -1.8479 -8.1267  0.092

HOMO level = -8.61 eV
net charge = 0
multiplicity = 1
lowest unoccupied orbital energy = -0.22 eV
orbital gap = 0.3083 hartree